Record 1
A structure of composition C30H50ClF5P2ReSi2 at a distorted geometry. Source: the OMol25 dataset; level of theory: the ωB97M-V functional and the def2-TZVPD basis.

Cartesian coordinates (Å):
Re -1.082 0.256 -0.107
C -1.678 -0.161 1.825
C -2.771 -0.417 0.912
C -2.319 -1.404 -0.031
Si -4.252 0.593 0.531
C -1.050 -1.871 0.436
C -0.594 -1.091 1.531
Si 0.934 -1.435 2.605
H -1.748 0.397 2.736
H -2.927 -1.822 -0.837
H -0.534 -2.730 0.060
Cl 0.436 0.843 -1.781
C 0.761 -0.263 4.023
C 0.923 -3.168 3.275
C -4.703 1.396 2.138
C -5.549 -0.537 -0.192
H -0.021 -3.344 3.792
H 1.721 -3.326 4.006
H 1.031 -3.936 2.512
H 0.835 0.786 3.744
H 1.518 -0.449 4.785
H -0.215 -0.390 4.492
H -5.851 -1.254 0.580
H -5.198 -1.115 -1.055
H -6.444 0.023 -0.489
H -5.520 0.837 2.595
H -5.018 2.427 1.998
H -3.871 1.395 2.842
C 2.682 -1.246 1.797
C -3.927 1.942 -0.759
P 3.263 -2.006 0.188
H 3.375 -1.578 2.583
H 2.813 -0.158 1.740
P -2.505 1.509 -1.818
H -3.726 2.922 -0.320
H -4.769 2.062 -1.444
C -1.975 2.989 -2.680
C -3.224 0.223 -3.034
C 3.400 -3.802 0.362
C 4.869 -1.211 -0.220
C 4.743 -0.237 -1.422
H 5.495 -2.086 -0.531
C 5.618 -0.437 0.909
H 5.099 0.501 1.191
H 6.625 -0.169 0.539
H 5.755 -1.062 1.803
H 4.129 -0.674 -2.226
H 5.758 -0.035 -1.815
H 4.311 0.745 -1.133
H 2.442 -4.053 0.823
C 4.529 -4.322 1.227
C 3.495 -4.360 -1.042
H 4.414 -4.074 2.286
H 5.507 -3.946 0.902
H 4.543 -5.420 1.146
H 2.696 -4.055 -1.696
H 3.497 -5.443 -1.037
H 4.383 -3.981 -1.540
H -3.921 -0.385 -2.424
C -2.119 -0.714 -3.565
C -4.004 0.858 -4.205
H -4.849 1.486 -3.863
H -4.440 0.038 -4.806
H -3.320 1.438 -4.858
H -1.574 -1.208 -2.738
H -1.362 -0.146 -4.136
H -2.606 -1.469 -4.221
C -1.042 3.875 -1.848
C -3.128 3.847 -3.178
H -1.417 2.623 -3.556
H -3.669 4.267 -2.322
H -3.831 3.305 -3.817
H -2.720 4.706 -3.727
H -1.619 4.260 -1.002
H -0.693 4.713 -2.466
H -0.151 3.365 -1.482
C 1.938 -2.091 -1.093
H 1.814 -2.571 -2.215
H 1.562 -1.097 -1.265
H 1.049 -2.586 -0.656
F -1.904 3.008 1.529
C -0.551 2.937 1.699
C 0.188 2.011 0.989
C 1.556 2.127 1.074
F 2.412 1.320 0.366
C 2.189 3.064 1.894
F 3.531 3.188 1.961
C 1.414 3.882 2.718
F 1.935 4.766 3.589
C 0.023 3.818 2.603
F -0.821 4.588 3.318

Cartesian forces, eV/Å:
-0.25 6.08 -1.98
-0.27 -1.34 1.23
-0.89 0.61 0.17
0.16 -1.90 -0.26
0.25 0.43 0.15
-0.31 -3.19 0.09
0.89 -0.83 1.24
-1.07 0.14 -1.00
0.13 0.56 0.04
0.36 -0.02 0.36
-0.03 -0.35 -0.13
1.90 0.09 -2.02
0.42 0.27 0.38
-0.11 -0.30 0.20
-0.52 0.09 0.19
-0.46 -0.17 0.22
-0.05 -0.07 -0.02
0.07 0.08 0.01
-0.09 -0.06 -0.10
0.04 0.15 -0.20
0.07 0.00 0.14
-0.02 -0.16 -0.04
0.00 0.02 -0.14
-0.08 0.16 0.19
0.10 -0.10 -0.04
-0.12 0.06 0.17
-0.13 0.10 0.07
0.07 0.00 -0.11
-0.25 0.03 -0.67
-0.15 0.16 -0.96
-1.33 0.23 0.83
0.05 -0.21 -0.29
0.17 -0.29 -0.34
-0.16 -2.60 1.77
0.05 -0.12 0.21
-0.45 0.15 0.18
0.64 0.52 -1.05
0.24 0.73 -0.04
0.36 0.09 0.36
0.64 0.42 -0.73
0.02 0.02 -0.31
-0.33 0.61 0.14
-0.33 -0.46 0.19
0.16 -0.60 -0.21
-0.49 -0.14 0.05
-0.04 0.26 -0.14
0.25 0.30 0.19
-0.51 -0.16 0.15
0.07 -0.76 -0.04
-0.07 -0.15 -0.07
0.30 -0.33 0.33
0.07 -0.46 -0.46
-0.06 0.05 -0.10
-0.14 -0.11 -0.02
0.13 0.31 0.10
-0.18 -0.30 0.21
0.30 -0.22 0.11
0.46 -0.21 -0.02
0.35 0.46 -0.20
-0.11 0.04 -0.04
-0.09 -0.46 -0.03
0.48 -0.22 -0.18
0.16 0.37 0.08
-0.48 -0.26 0.34
-0.35 0.18 -0.42
-0.36 -0.28 0.11
0.47 0.36 0.32
0.03 0.01 0.05
-0.28 0.37 0.00
0.00 -0.03 0.17
-0.06 -0.10 -0.15
0.15 0.29 0.15
-0.12 -0.21 -0.03
0.24 0.15 0.06
-0.26 -0.08 0.15
-0.22 -0.13 0.05
-1.70 0.21 -2.13
1.60 1.32 2.75
-0.06 0.71 0.05
0.85 0.21 0.46
0.11 -0.05 0.24
1.00 -0.38 -0.05
0.16 -0.13 -0.34
-0.24 0.82 0.75
0.04 -0.05 -0.05
-0.34 0.12 0.47
0.07 -0.12 -0.09
-0.83 0.07 -0.16
0.26 -0.28 -0.28
-0.60 -0.25 -0.42
0.65 0.26 0.22

Values from the calculation:
- Spin multiplicity: 4
- HOMO energy (alpha / beta): -2.92 / -6.18 eV
- Frontier orbital gap (alpha / beta): 3.12 / 6.34 eV
- Relative energy (zero: lowest compared OMol25 entry of this formula, charge and spin): 0.000 eV

=====

Record 2
A cluster of 2 separate species, C5H13N in total at a distorted geometry. Source: the OMol25 dataset; level of theory: the ωB97M-V functional and the def2-TZVPD basis.

Cartesian coordinates (Å):
C 2.156 3.161 1.909
C 2.138 2.877 0.600
C 0.922 2.640 -0.235
H 3.148 3.342 2.305
H 1.272 3.238 2.513
H 3.106 2.875 0.111
H -0.023 2.995 0.188
H 1.072 3.127 -1.196
H 0.851 1.550 -0.351
C -1.023 -3.009 0.386
N -1.081 -2.477 -0.982
C -2.497 -2.387 -1.401
H -1.838 -3.740 0.575
H -0.097 -3.524 0.616
H -1.178 -2.213 1.126
H -0.638 -3.136 -1.615
H -3.137 -3.192 -1.022
H -2.489 -2.421 -2.500
H -2.771 -1.352 -1.176

Cartesian forces, eV/Å:
0.73 -0.18 -1.40
-0.35 0.76 1.27
0.24 -0.42 0.03
-0.26 0.01 0.58
-0.17 0.04 0.24
-0.09 -0.20 -0.25
0.31 0.00 0.19
-0.20 -0.23 -0.21
-0.23 0.21 -0.45
-0.65 -0.07 0.23
-0.45 -1.02 0.30
1.31 1.01 -1.09
0.30 0.14 -0.10
0.33 0.16 -0.13
0.17 -0.04 -0.23
0.14 0.02 0.27
-0.06 0.38 0.17
-0.23 -0.12 0.21
-0.84 -0.45 0.37

Values from the calculation:
- HOMO energy: -9.07 eV
- Frontier orbital gap: 10.14 eV
- SMILES: C=CC.CNC
- Relative energy (zero: lowest compared OMol25 entry of this formula, charge and spin): 1.822 eV